1.
The following is a quantum chemistry calculation of the molecule C4H5NO in a non-equilibrium geometry, from OMol25.

Atoms and positions in Å:
O  -1.348  1.385  0.621
N  -0.164  -2.573  -0.934
C  -0.429  0.673  0.297
C  -0.430  0.028  -1.099
C  -0.277  -1.427  -1.033
C  0.758  0.410  1.188
H  0.524  0.744  2.200
H  0.392  0.441  -1.697
H  1.627  0.973  0.823
H  -1.373  0.284  -1.588
H  1.033  -0.650  1.193

Summary:
energy relative to the best compared isomer or geometry (same formula, charge and spin) = 38.4 kJ/mol
HOMO level = -10.436 eV
orbital gap = 11.0 eV
SMILES = CC(=O)CC#N
electronic energy = -285.4000 hartree

Atom charges from the Löwdin analysis, given in e for atoms 1 to 4: number 1, O, carries 0.099; number 2, N, carries 0.151; number 3, C, carries -0.442; number 4, C, carries -0.100

---

2.
The following is a quantum chemistry calculation of the molecule C3H6O4S in a non-equilibrium geometry, from OMol25.

Atoms and positions in Å:
S  -2.640  0.198  -0.227
O  -1.059  -0.064  0.068
O  0.001  1.381  -1.725
O  -3.237  -0.923  0.450
O  -2.905  1.448  0.823
C  1.936  -0.421  0.619
C  1.351  -0.434  -0.823
C  0.183  0.456  -1.078
H  2.942  -0.957  0.614
H  2.128  -0.283  -1.620
H  0.738  -1.393  -0.987
H  2.326  0.635  0.825
H  1.371  -0.821  1.400
H  -3.134  1.178  1.659

Summary:
energy relative to the best compared isomer or geometry (same formula, charge and spin) = 161.2 kJ/mol
HOMO level = -10.047 eV
orbital gap = 10.6 eV
electronic energy = -816.9992 hartree

Atom charges from the Löwdin analysis, given in e for atoms 1 to 4: number 1, S, carries 0.859; number 2, O, carries -0.387; number 3, O, carries 0.213; number 4, O, carries -0.432

---

3.
The following is a quantum chemistry calculation of the molecule C3H5N3S2 in a non-equilibrium geometry, from OMol25.

Atoms and positions in Å:
S  -3.910  0.003  0.054
S  -1.467  -0.509  1.635
N  2.728  -0.169  -0.873
N  0.575  -0.173  0.201
N  -0.064  0.524  -0.791
C  -1.285  0.805  -0.616
C  -2.297  0.305  0.313
C  1.810  -0.547  0.097
H  2.187  -1.221  0.986
H  3.692  -0.034  -0.386
H  2.421  0.355  -1.717
H  -1.848  1.520  -1.289
H  -2.541  -0.857  2.387

Summary:
energy relative to the best compared isomer or geometry (same formula, charge and spin) = 282.3 kJ/mol
HOMO level = -8.534 eV
orbital gap = 7.4 eV
SMILES = N/C=N\N=C/C(=S)S
electronic energy = -1077.8495 hartree

Atom charges from the Löwdin analysis, given in e for atoms 1 to 4: number 1, S, carries 0.605; number 2, S, carries 0.770; number 3, N, carries 0.058; number 4, N, carries -0.155

---

4.
The following is a quantum chemistry calculation of a cluster of 2 separate species, C4H9ClO2 in total in a non-equilibrium geometry, from OMol25.

Atoms and positions in Å:
Cl  2.947  -0.507  -0.357
O  1.933  1.858  0.515
O  -1.355  -0.249  -0.639
C  -0.575  -0.602  0.377
C  -1.818  1.112  -0.415
C  1.791  0.742  -0.304
C  -0.193  -2.091  0.208
H  -2.715  1.382  -1.005
H  -0.968  -0.258  1.319
H  -0.755  -2.833  0.912
H  -1.176  1.922  -0.649
H  1.254  1.037  -1.127
H  0.963  -2.189  0.452
H  -1.918  1.320  0.586
H  2.739  1.773  0.982
H  -0.152  -2.417  -0.855

Summary:
energy relative to the best compared isomer or geometry (same formula, charge and spin) = 456.8 kJ/mol
HOMO level (spin up / spin down) = -7.103 / -7.369 eV
orbital gap (spin up / spin down) = 7.9 / 8.2 eV
electronic energy = -768.2978 hartree

Atom charges from the Löwdin analysis, given in e for atoms 1 to 4: number 1, Cl, carries 0.656; number 2, O, carries -0.063; number 3, O, carries -0.136; number 4, C, carries -0.256

---

5.
The following is a quantum chemistry calculation of a structure of composition C21H35ClGaN3O6 in a non-equilibrium geometry, from OMol25.

Atoms and positions in Å:
Ga  -0.085  0.930  0.184
Cl  0.964  2.462  -0.933
O  -0.753  2.344  1.538
O  -0.287  -1.276  -0.651
O  1.490  0.142  1.149
O  -1.871  1.203  -0.723
O  -1.238  -0.236  1.633
O  1.612  1.249  3.145
N  -0.608  -2.261  2.492
N  -3.871  0.621  -1.623
N  -0.048  4.271  2.573
C  -0.365  -1.788  3.846
C  3.156  -3.523  0.140
C  -4.116  1.966  -2.139
C  2.282  0.056  -2.464
C  -0.031  0.443  -3.356
C  -1.224  -1.494  1.588
C  1.985  -3.434  -2.396
C  0.159  3.134  1.927
C  -0.313  -3.662  2.214
C  -2.782  0.345  -0.907
C  0.456  -1.562  -1.720
C  0.962  -0.206  -2.455
C  -1.386  4.781  2.833
C  3.008  -4.343  -2.134
C  1.919  0.334  2.365
C  2.173  -2.568  -0.142
C  1.576  -2.550  -1.399
C  3.587  -4.400  -0.861
C  2.959  1.136  -3.247
C  -4.926  -0.368  -1.827
C  1.067  5.140  2.934
H  -5.855  -0.049  -1.338
H  -0.621  -0.728  3.917
H  3.579  -3.553  1.147
H  -5.123  -0.487  -2.898
H  2.646  -0.452  2.684
H  -2.715  -0.673  -0.497
H  -0.636  -3.896  1.195
H  3.654  0.704  -3.978
H  3.344  -5.009  -2.929
H  1.209  2.898  1.726
H  -0.836  -0.253  -3.628
H  -1.730  -2.060  0.790
H  -0.840  -4.306  2.931
H  1.076  6.042  2.308
H  -2.122  4.035  2.516
H  0.691  -1.945  4.101
H  -4.476  1.880  -3.169
H  0.766  -3.844  2.304
H  0.980  5.442  3.982
H  4.365  -5.127  -0.647
H  1.997  4.583  2.781
H  -0.472  1.313  -2.853
H  -0.212  -2.039  -2.483
H  2.246  1.775  -3.782
H  0.450  0.810  -4.281
H  -1.539  5.722  2.292
H  2.948  -0.540  -1.836
H  1.503  -3.366  -3.374
H  3.552  1.764  -2.569
H  -3.195  2.549  -2.098
H  1.875  -1.829  0.603
H  -4.900  2.459  -1.550
H  -1.487  4.992  3.902
H  -4.598  -1.323  -1.404
H  -0.973  -2.374  4.551

Summary:
energy relative to the best compared isomer or geometry (same formula, charge and spin) = 0.0 kJ/mol
HOMO level = -7.486 eV
orbital gap = 7.9 eV
electronic energy = -3821.9617 hartree

Atom charges from the Löwdin analysis, given in e for atoms 1 to 4: number 1, Ga, carries 0.165; number 2, Cl, carries 0.445; number 3, O, carries -0.048; number 4, O, carries -0.220

---

6.
The following is a quantum chemistry calculation of the molecule C5H11NO, from OMol25.

Atoms and positions in Å:
O  0.397  -0.905  -1.762
N  -0.018  -0.237  0.356
C  -2.176  0.494  -0.814
C  0.505  0.348  1.592
C  2.341  -0.194  -0.583
C  0.828  -0.473  -0.707
C  -1.479  -0.497  0.143
H  0.183  1.385  1.755
H  1.597  0.380  1.552
H  -1.978  -0.444  1.118
H  2.845  -0.751  0.216
H  -1.747  1.477  -0.620
H  2.585  0.867  -0.441
H  -1.626  -1.521  -0.226
H  2.777  -0.508  -1.533
H  0.259  -0.238  2.486
H  -2.028  0.244  -1.868
H  -3.264  0.573  -0.663

Summary:
energy relative to the best compared isomer or geometry (same formula, charge and spin) = 55.1 kJ/mol
HOMO level = -9.193 eV
orbital gap = 10.1 eV
SMILES = CCN(C)C(C)=O
electronic energy = -327.1103 hartree

Atom charges from the Löwdin analysis, given in e for atoms 1 to 4: number 1, O, carries 0.038; number 2, N, carries -0.109; number 3, C, carries -0.087; number 4, C, carries -0.057